Entry 1:
The following is a DFT calculation (ωB97M-V/def2-TZVPD) of a cluster of 2 separate species, C4H11N3O2 in total.

```
20
Properties=species:S:1:pos:R:3:lowdin_charge:R:1
H 2.16 0.97 1.98 0.026
N 1.34 1.35 1.54 0.090
C 0.27 0.65 1.61 -0.603
N 0.01 -0.35 2.54 0.121
N -0.79 0.87 0.78 -0.042
C -0.77 1.96 -0.18 -0.083
H 0.81 -0.56 3.11 0.083
H -0.49 -1.19 2.27 0.078
H -1.63 0.39 1.05 0.119
H -1.44 2.76 0.13 0.080
H -0.96 1.54 -1.16 0.066
H 0.25 2.33 -0.17 0.061
C 0.96 -0.82 -1.66 0.018
C -0.40 -1.40 -1.44 -0.549
O -0.93 -1.53 -0.36 0.070
O -0.85 -2.12 -2.49 0.086
H 1.06 -0.73 -2.75 0.088
H 1.77 -1.48 -1.37 0.100
H 1.10 0.18 -1.27 0.070
H -1.45 -2.81 -2.18 0.122
```

The value obtained for the total energy is -473.7698 hartree. As for the charge: 0. As for the structure (SMILES): [H]/N=C(\N)NC.CC(=O)O. For the gap between HOMO and LUMO, the calculation gives 8.93 eV.

---

Entry 2:
The following is a DFT calculation (ωB97M-V/def2-TZVPD) of a cluster of 2 separate species, C4H11N3O2 in total.

```
20
Properties=species:S:1:pos:R:3:lowdin_charge:R:1
H -0.16 -3.34 -0.22 0.027
N 0.56 -3.06 0.43 0.110
C 0.51 -1.79 0.63 -0.592
N -0.14 -0.91 -0.24 0.114
N 1.25 -1.19 1.61 -0.042
C 1.71 -1.91 2.78 -0.098
H -0.75 -0.25 0.23 0.082
H -0.69 -1.35 -0.96 0.092
H 1.83 -0.43 1.27 0.124
H 2.74 -2.21 2.58 0.080
H 1.07 -2.78 2.92 0.073
H 1.70 -1.32 3.70 0.069
C 0.29 2.22 -0.75 -0.010
C -1.03 2.06 -1.43 -0.552
O -1.37 1.13 -2.11 0.091
O -1.97 3.05 -1.23 0.077
H 0.93 1.50 -1.27 0.089
H 0.22 1.87 0.28 0.081
H 0.60 3.26 -0.68 0.085
H -1.66 3.90 -0.92 0.099
```

The value obtained for the total energy is -473.7622 hartree. As for the charge: 0. As for the structure (SMILES): [H]/N=C(\N)NC.CC(=O)O. For the gap between HOMO and LUMO, the calculation gives 9.25 eV.

---

Entry 3:
The following is a DFT calculation (ωB97M-V/def2-TZVPD) of a cluster of 2 separate species, C4H11N3O2 in total.

```
20
Properties=species:S:1:pos:R:3:lowdin_charge:R:1
N -1.62 0.61 -1.42 0.020
C -1.31 0.55 -0.02 -0.236
C -0.89 -0.71 0.46 -0.402
N -0.54 -1.69 -0.42 0.161
N -0.91 -1.02 1.80 0.146
H -2.41 1.21 -1.60 0.078
H -0.81 1.00 -1.91 0.065
H -1.96 1.12 0.64 0.126
H -0.82 -1.47 -1.37 0.101
H -0.50 -2.64 -0.08 0.115
H -0.94 -0.21 2.40 0.105
H -0.16 -1.64 2.09 0.105
C 2.30 -0.17 -0.20 -0.127
O 1.40 0.43 0.72 -0.202
C 0.53 1.51 0.15 -0.391
O 0.75 1.98 -0.95 -0.024
H 1.78 -0.94 -0.79 0.064
H 3.11 -0.62 0.37 0.082
H 2.70 0.57 -0.89 0.081
H 0.29 2.12 1.03 0.134
```

The value obtained for the total energy is -473.7092 hartree. As for the charge: 0. As for the structure (SMILES): NC=C(N)N.COC=O. For the gap between HOMO and LUMO, the calculation gives 8.31 eV.

---

HOMO energy for the records above, in order: -8.35 -8.85 -7.55 eV